# 1
Computed, not measured: 19 unconnected molecules or ions with the total composition C9H54NO19, with wB97M-V/def2-TZVPD.

Properties
Lowest unoccupied orbital energy (alpha / beta), eV: -0.746 / -1.986
Gap between HOMO and LUMO (alpha / beta), eV: 9.8 / 8.8
HOMO level (alpha / beta), eV: -10.53 / -10.75
Multiplicity: 2
DFT total energy, a.u.: -1859.47281
ΔE to the lowest compared entry with this formula, charge and spin, kcal/mol: 17.6
Maximum force, eV/A: 5.8

CARTESIAN COORDINATES (ANGSTROEM)
H -14.1267 -7.8025 0.6300
C -19.7474 -7.2715 -3.3962
H -14.0416 -6.4956 -2.9921
O -20.8117 -8.4928 -6.7078
O -17.7452 -6.7136 -1.2079
H -18.5053 -7.2916 -5.8193
H -11.1280 -5.3559 -2.2390
H -15.6716 -9.2156 -5.7698
C -17.6514 -8.7386 -3.4598
C -14.9687 -6.8585 -2.5485
H -13.6825 -9.6899 -5.0545
H -19.3434 -4.4945 -1.0573
O -13.2016 -7.7445 0.3912
H -19.9091 -3.7894 -4.1846
H -14.9132 -6.9890 -1.4678
H -13.0814 -8.4256 -0.2705
O -17.1037 -2.6623 -7.4321
O -20.8577 -4.0601 -5.6242
O -13.6316 -6.7954 -6.8154
O -15.8944 -10.6843 -1.2216
H -20.0247 -6.2285 -3.2432
H -16.4177 -9.2809 -7.0855
H -17.2301 -3.2436 -8.1821
H -16.9786 -2.8938 1.1805
H -16.1715 -4.4901 -4.6253
H -21.6901 -3.6612 -5.3706
H -21.6385 -8.1533 -6.3654
H -13.3235 -9.1184 -2.3889
O -18.9543 -3.9271 -0.3918
H -12.7849 -10.0589 -1.3320
C -16.1138 -5.9196 -2.9340
H -16.2991 -4.2039 0.8428
H -13.6538 -1.4653 -4.2657
H -16.6530 -8.8207 -3.8892
O -16.4432 -3.5894 1.5624
H -12.5172 -8.7590 -4.7949
C -18.0399 -6.6952 -5.0346
C -15.9290 -5.5419 -4.4732
H -14.9243 -5.4978 -4.8936
H -14.9565 -10.4961 -1.2553
H -15.6763 -4.8304 -1.1035
H -20.3465 -7.5874 -4.2502
C -18.2347 -7.2643 -3.5691
H -18.5549 -5.7352 -4.9982
H -17.7146 -9.1546 -2.4542
H -15.1084 -7.8597 -2.9560
H -14.2274 -3.9058 0.6439
H -19.8383 -8.1310 -0.5859
O -14.5606 -1.6772 -4.4870
O -15.8002 -7.9226 1.0487
H -21.0169 -4.4110 -6.5005
H -13.5652 -7.3941 -7.5593
H -14.5206 -2.5672 -4.8369
H -16.0339 -7.4050 -5.4440
O -13.4733 -8.7819 -4.8354
O -13.5378 -9.5058 -1.5403
H -20.1175 -7.6915 -2.4610
H -16.5752 -5.9985 -6.3951
H -16.7490 -3.9830 -2.2266
H -18.3194 -9.4131 -3.9954
C -15.8818 -4.6396 -2.1568
H -21.3213 -8.4277 -0.6533
H -11.2782 -6.8569 -2.1108
O -13.5137 -3.2687 0.6760
H -16.5627 -3.1676 -6.8254
H -18.9366 -4.3229 -3.1543
O -20.5057 -8.7326 -0.2559
H -20.1516 -8.1915 -6.0835
H -13.0134 -5.1354 -5.8825
H -11.8711 -5.0861 -4.8903
O -15.7996 -9.7683 -6.5408
C -16.6104 -6.4802 -5.4180
N -17.5241 -6.3526 -2.6180
H -13.8535 -7.3581 -6.0735
O -19.5020 -3.5746 -3.3453
O -11.0556 -6.1693 -2.7384
H -16.3088 -9.9064 -1.5950
H -16.2618 -8.7424 1.2247
H -12.8244 -3.7055 1.1762
H -18.0141 -4.0962 -0.4520
O -12.3555 -4.5456 -5.5143
H -15.0818 -4.0769 -2.6379
H -16.2783 -7.5300 0.3182

Forces on atoms 1 to 2 (eV/Å):
H -0.592 -0.170 0.359
C -0.304 1.459 1.536

# 2
Computed, not measured: a molecular structure, C46H44Ge2N2O4P2ReS2, with wB97M-V/def2-TZVPD.

Properties
Lowest unoccupied orbital energy (alpha / beta), eV: -3.917 / -3.870
Gap between HOMO and LUMO (alpha / beta), eV: 6.7 / 6.8
HOMO level (alpha / beta), eV: -10.59 / -10.69
Multiplicity: 1
DFT total energy, a.u.: -7900.83931
Maximum force, eV/A: 2.2
Total charge: +1

CARTESIAN COORDINATES (ANGSTROEM)
S -0.7444 2.1830 -1.7208
C -4.2315 1.4115 2.0689
C 4.8699 -0.9151 0.3259
C -5.0120 -2.1676 -0.3278
N 0.6033 -3.9937 -3.7629
H 1.9091 -3.0511 -0.8796
C 0.7345 3.5097 0.8323
C -2.5841 2.4157 0.9953
H -4.0166 -3.9747 -2.8825
C 0.4361 -2.4550 1.3190
H 0.4420 -5.3190 3.1370
C -2.1071 0.2500 1.0358
H -0.8971 2.3361 4.6411
C 0.0401 -3.2197 -4.7349
H 0.3429 6.8639 0.5894
Re 0.1023 -0.0887 -1.9003
H -5.0780 -1.3693 0.4144
C -3.3908 1.1009 0.7954
C -1.4718 2.2090 3.7282
H 5.7310 -2.0739 3.3890
C 0.0884 -4.5433 2.4676
C -1.8439 -0.1330 2.5320
H -4.7059 0.3321 -2.3909
H -2.9146 3.6285 4.2703
C -0.8264 -2.5394 0.7288
C 1.6006 3.4583 1.9229
H -2.5260 3.1934 0.2370
H 2.0866 -4.6240 -1.6773
H 0.6324 -4.2599 -0.7310
Ge -3.5742 -1.8243 -1.6056
H -4.0212 3.6317 2.1289
O -0.7695 -3.0228 -6.9764
C 3.9768 -0.9158 2.9667
P 0.0559 2.0039 0.1477
C 0.6964 5.9092 0.9587
H -2.5342 -3.2117 -3.4734
O 0.0874 -4.9575 -6.2656
C 0.8927 -3.4454 2.1802
H 2.3074 0.2285 2.2494
H 5.6600 4.3744 0.6316
C -3.3898 2.7596 2.2754
H 2.2843 2.6401 -2.5488
O -0.6044 0.2265 -3.7827
H 1.0741 -1.6088 1.0993
C 1.0441 0.6075 -0.2803
H 4.8359 5.8035 -1.2055
C -1.1740 -4.6395 1.8972
N 0.2581 -2.0669 -2.8301
H -1.8092 -5.4886 2.1238
H -3.0163 -1.0285 4.1928
C -4.1689 0.3929 3.1606
C 4.4484 4.7984 -1.0885
C 3.2405 -0.2615 1.9884
C 3.0078 3.0280 -1.8422
H -3.9519 0.8974 -0.1150
C 0.7430 -3.2880 -2.6258
C 2.0143 4.6354 2.5254
C 5.6045 -1.5630 1.3085
C 0.2820 4.7350 0.3449
C -0.6632 -0.7419 -4.6742
C 3.6890 -0.2586 0.6702
H -3.1605 0.1104 -3.2257
C -4.0513 -0.4033 -2.8618
C -2.5786 2.9150 3.5235
H -2.6188 -3.7305 0.6026
P 2.7640 0.5899 -0.6099
S 2.7023 -0.4169 -2.3404
H 5.2050 -0.9253 -0.7050
C -0.1643 -2.0186 -4.1497
H 1.8805 -3.3625 2.6222
H -4.5752 -0.8294 -3.7205
H 2.6912 4.6006 3.3705
C 1.5618 5.8573 2.0437
C 1.3787 -3.8402 -1.4053
C 5.1575 -1.5626 2.6253
H -2.5168 -4.1328 -1.9498
H -5.9626 -2.2310 -0.8638
C -1.6271 -3.6433 1.0370
H -0.3815 4.7715 -0.5116
H 1.9490 2.5038 2.3046
C 3.5008 4.3136 -1.9854
C -0.9936 1.2048 2.7251
H 0.8828 -4.9510 -3.9260
C -3.1048 -3.4570 -2.5752
H -4.8457 -3.1135 0.1922
H 1.8909 6.7762 2.5146
H 3.1568 4.9352 -2.8028
C -1.2999 1.5696 1.2400
Ge -1.6015 -1.0855 -0.3470
H 6.5232 -2.0733 1.0469
C -0.2144 -3.8072 -6.0788
H 4.7748 2.0838 0.9099
O -1.0858 -0.6201 -5.8033
H -5.2654 1.6421 1.8206
C 4.9108 3.9979 -0.0539
H -1.2046 -1.0057 2.6277
H 3.6280 -0.9242 3.9925
C 4.4154 2.7098 0.1020
C -3.0643 -0.3116 3.3782
C 3.4560 2.2319 -0.7862
H -0.9278 -2.1127 -6.6265
H 0.0600 0.9680 2.8966
H -5.0408 0.2628 3.7948

Forces on atoms 1 to 2 (eV/Å):
S -0.207 -0.345 -0.183
C 0.194 0.045 0.073

# 3
Computed, not measured: 13 unconnected molecules or ions with the total composition C60H150O34P4, with wB97M-V/def2-TZVPD.

Properties
Lowest unoccupied orbital energy, eV: 0.512
Gap between HOMO and LUMO, eV: 9.6
HOMO level, eV: -9.14
Multiplicity: 1
DFT total energy, a.u.: -6299.59130
ΔE to the lowest compared entry with this formula, charge and spin, kcal/mol: 0.0
Maximum force, eV/A: 3.4

CARTESIAN COORDINATES (ANGSTROEM)
H 4.0733 7.1077 -2.4200
H -3.6184 -5.3273 3.9822
H 1.1843 -1.7746 -1.3213
O 6.1791 2.8656 -3.1784
H -0.0769 -8.6035 1.7370
H -1.3171 -7.7607 0.8257
H 2.1207 6.3369 -6.1275
H 4.0060 -0.2434 -1.5813
O -0.3261 -1.7753 4.1451
C 0.9318 0.5409 -4.6750
H -0.0574 -5.1107 -2.8499
H 6.7117 0.4751 -0.7851
H 7.8656 4.5964 -0.7298
H 1.6694 -11.3322 -1.5778
H 2.7152 5.6623 -1.2343
C 2.0533 -1.4891 7.0872
H 1.2037 1.2179 3.7651
H -1.3824 1.9064 -0.7606
H 6.7002 7.3174 -3.8522
H 3.3246 -7.0530 -2.2015
H -2.9330 4.8105 -4.0849
O 0.9862 6.7024 -4.5514
H 1.4895 -0.1835 -5.2881
H -2.4679 -0.5054 4.1917
C -4.4027 -5.3846 3.1848
H -5.1985 -0.0488 -0.3601
C -7.6461 2.3473 3.9897
C -2.4222 -2.4322 -4.0258
O 1.3205 -3.5034 5.2000
H -1.2671 -0.9935 -1.2462
H -3.6332 0.3374 -0.8447
H 5.0769 1.1342 -2.0456
H 4.1789 -4.9502 -3.2336
C -9.1258 2.7099 4.2146
H 4.1105 -0.2176 3.5791
C -6.7754 -1.8159 2.5878
H 2.8401 -6.1347 3.7824
C -2.2831 4.3751 -3.3181
H 3.1891 2.3654 4.5463
C 3.0423 -7.1957 3.8672
O 0.1657 6.7002 -2.1300
H -1.0998 -5.0704 -1.5205
H -9.5882 2.9881 3.2994
H -2.9038 -2.0271 -3.1165
O 2.2857 -3.9994 -2.9297
O -2.8700 -1.7360 -5.2448
H 3.0569 2.4628 0.7588
H 1.0012 1.4895 -5.1839
C 3.3932 3.0805 -4.8977
H 4.8612 8.5491 -3.1363
H 2.3968 1.3689 -0.4124
C 0.6635 -7.7068 4.2803
H 2.7496 -5.6909 -4.0125
C 0.9632 7.0251 -0.9845
O -5.6370 -4.9719 3.6581
H 2.2773 -3.2891 -4.9215
H 2.0640 3.7454 4.9905
H -5.1114 -4.8237 5.6128
C 0.9024 -3.7133 0.4719
O -6.4165 -0.5534 1.9248
H -6.5459 -2.6396 1.9617
O -1.0251 2.7798 1.8769
C -0.1353 -6.6151 3.6969
H 0.3083 -10.8407 -0.5564
H -4.2188 5.4256 2.1838
P 5.5671 4.1609 -2.8691
H -0.7047 0.9329 2.8318
H 0.5777 -5.7480 3.4338
H -3.9446 -2.0305 0.9622
H -5.8303 5.5922 1.6593
H 3.7085 -7.3818 0.2327
C -4.5731 0.8042 -0.4449
C -0.0684 -9.2941 -2.4442
C 6.0617 6.7496 -3.1671
H -0.8501 -0.4038 -6.2328
C 3.0945 -5.1279 -3.1342
O 5.8403 4.4966 -1.3217
C -0.2627 -7.8889 -3.0155
H 2.6311 0.4323 7.5036
O -1.0354 7.8702 -4.0606
H 4.2645 7.3039 -4.2020
H 3.4167 4.0525 3.8953
O 6.0297 5.4052 -3.7613
C -1.2845 0.2015 -5.4984
H 0.3073 -7.1230 1.0440
H 5.0854 -1.1194 2.3908
O -4.4377 6.3085 0.3755
H 3.8076 -2.5130 4.1876
H 4.7813 -2.6036 -1.1667
H -2.6614 6.1644 -1.5249
C 0.5236 7.6266 -6.8671
H 5.6537 3.5548 1.2106
H -1.0345 4.2111 0.3919
H -9.5882 1.7628 4.5706
H -1.5919 0.9800 -2.2248
C 6.0728 -0.3153 -1.0870
H 0.2735 7.3417 -0.1464
H -3.4725 -1.3569 5.3897
H 6.5008 -2.8886 -1.5197
H -1.3541 -2.3371 -3.8857
H -1.6527 9.3656 -2.7433
C -0.3286 3.7176 1.0694
C -0.8709 1.4385 -1.6122
H 1.4118 0.6632 -3.6807
O 1.9098 2.9594 3.0438
H 3.0545 -1.8914 6.9661
H -1.1156 -2.7974 5.8559
H -8.6310 -2.9649 2.9969
O -0.5846 -6.9689 -1.9796
O 1.9355 -1.6691 3.4547
H -0.0245 8.5565 -6.7187
H 1.0718 7.8308 -7.7947
H 1.8457 -2.1742 -3.6416
H -8.8633 -1.7763 1.7718
H 2.1090 4.2923 -3.6211
H 2.6739 -0.7880 8.8463
O -0.0603 -2.8594 -0.1203
O 1.0572 -9.2748 -1.6206
H 1.7056 -3.9054 -0.2446
C -4.0034 -4.4570 2.0539
H 3.5207 -2.6346 -3.7476
C 1.2218 -10.5204 -0.9339
H 1.5081 7.9101 -1.0882
C -2.7684 9.2361 -4.5810
C 3.1530 4.2718 -3.9619
C -2.4438 -1.0775 5.1428
O -2.9803 4.2370 -2.0996
H -1.4418 1.2015 -5.9130
O -3.5671 -3.2223 2.6175
H -3.6984 9.7342 -4.4553
H -2.7574 -3.4239 -4.1346
H -1.0395 -9.6350 -2.0181
H 0.3169 2.6943 4.2802
H 1.5074 -2.3309 7.5188
H 3.3787 2.6858 -0.9847
O -0.4017 0.1460 -4.4165
H -2.0005 -0.4385 5.8691
H 6.5196 6.7404 -2.1923
C -4.0050 5.1244 -0.1807
P -6.1132 0.7089 2.7516
H 3.2647 5.1886 -4.5219
H -6.2665 -1.8931 3.5885
H 0.0479 -8.5998 4.2678
H 0.5056 -4.6551 0.8386
O 6.0803 -1.3387 -0.1672
C -4.8936 6.1174 1.6626
H 0.3838 3.1777 0.4737
H -9.2356 3.5106 4.9389
H -8.6816 -1.3264 3.5481
C 2.4995 -3.0122 -3.8535
C -2.6892 -0.3131 -5.1142
C -3.1293 -2.2772 1.6621
C 5.7975 -2.6151 -0.6751
C 6.9375 3.9816 -0.6121
C 3.3728 -2.1808 3.2875
C 6.6271 4.0414 0.8665
H 3.8576 -5.8680 1.1345
H -4.3350 5.9419 -2.1872
C 0.5675 -1.6167 -0.4301
H -4.4185 -6.4558 2.8550
C 1.8326 5.7632 -0.5973
O 1.9142 -8.0480 3.4946
H 1.1984 4.8373 -0.5795
H -3.1995 -4.8588 1.4825
H -2.7753 -1.4257 2.2482
O 1.0890 8.8640 -3.1175
H 3.8506 -7.6221 3.2598
H 3.2407 -2.9465 2.5625
O -5.2535 0.6467 3.9272
O 0.0959 0.5271 -1.3321
H 0.0459 -9.9154 -3.3384
H 3.2293 2.1274 -4.3459
H 1.9723 -10.4443 -0.1445
H 3.2037 -7.3878 4.9283
C 3.2575 1.9461 -0.1820
H -7.1315 2.2426 4.9336
C -0.8824 -5.6684 -2.4064
C 2.1282 -0.3945 8.0303
O 1.4944 -1.0484 5.8507
O -7.6014 1.2657 3.1359
H -2.3186 -2.6680 1.0454
O 3.5183 -5.5873 -0.8224
C -8.3355 -1.9464 2.7179
C 4.7989 0.4456 -1.2656
P 1.1091 -2.1076 4.7274
C -4.3782 1.3875 0.9304
H 1.2805 -1.3506 0.3606
C 3.2724 -6.3693 0.3668
H 0.7333 -7.5776 -3.5075
H 3.4369 -0.6091 2.0352
H -4.7876 -4.2571 1.3348
C -5.8931 -5.2861 5.0050
H -2.9734 8.4739 -5.3587
C 2.9016 -6.0768 -1.9582
H 1.4244 -3.2682 1.3300
H -4.8219 4.3830 -0.1893
H 6.6024 5.0852 1.1602
H -0.8798 -0.1465 0.2773
H -3.1516 4.6747 0.3916
H -1.9067 3.3846 -3.6044
H 4.4265 3.0940 -5.2579
H 5.8320 -3.2945 0.1703
H 1.1987 -0.0719 8.4663
H -1.1089 -7.9012 -3.7214
O -1.0691 -7.0355 2.7172
H -6.8310 -4.8243 5.2273
H 2.2634 7.8935 -5.5070
H 2.2554 -6.4381 0.6444
H -1.9917 -3.0791 4.3677
C -0.5208 -7.6435 1.5583
C 4.7192 7.4680 -3.2133
H -1.4606 5.0970 -3.3495
C 2.6989 3.2773 4.2046
H 2.7934 3.1406 -5.7467
H 7.0358 2.9699 -1.0267
H -2.8604 8.0380 -2.8398
H -3.8921 2.3605 0.8628
H 6.3777 -0.7186 -2.0645
H -0.6421 -6.1480 4.5119
C 0.8337 2.1687 3.4591
C -2.1053 8.6196 -3.3961
H -4.9513 7.0943 2.1588
H 1.0993 -7.5585 5.3025
C 4.0939 -0.9770 2.8099
H -0.1661 6.7991 -7.0611
C -3.4737 5.4638 -1.5748
C 1.5190 7.1566 -5.7780
H -7.2053 3.1878 3.5520
H 7.4959 3.7222 1.5365
H 2.0987 5.9303 0.4896
H -3.7846 0.7774 1.6791
C -1.5140 -2.2715 4.9297
H -3.3873 0.1161 -5.8406
H 0.1252 4.5798 1.6549
C -0.1521 1.7697 2.4149
H 1.8407 -6.3302 -1.8134
H -2.0687 9.9642 -5.0938
H -1.7494 -5.6800 -3.0837
H -5.8813 -6.3197 5.1719
O -5.6819 1.6761 1.6103
H 0.3390 1.2758 1.5134
P 0.3709 7.6183 -3.4286
H -4.8643 1.5556 -1.1708
O 4.4254 1.0845 -0.0619
C -0.4547 -0.5490 -0.6468
O 3.9888 4.3265 -2.7573
H -0.3650 2.2463 -2.1586
H -2.9120 0.0818 -4.0906

Forces on atoms 1 to 2 (eV/Å):
H -0.339 0.121 -0.031
H -0.420 0.086 -0.471